{"formula": "C4H6N2S", "method": "wB97M-V/def2-TZVPD", "e_lumo_ev": 0.164, "e_above_lowest_kcal_mol": 87.79, "total_energy_ev": -18057.1665, "orbital_gap_ha": 0.3205, "total_charge": 0, "elements": ["C", "C", "C", "C", "N", "N", "S", "H", "H", "H", "H", "H", "H"], "positions_angstrom": [[0.60594, -0.85345, -1.26406], [-1.01508, -0.47606, 0.30662], [-2.27374, -0.65636, 0.75367], [0.89026, 0.53913, -1.11266], [-0.35843, -1.32017, -0.54099], [1.14692, 0.60133, 1.50473], [0.07287, 1.07482, 0.49329], [1.05501, -1.51561, -2.03119], [-2.88852, -0.04154, 1.31787], [-2.62232, -1.59358, 0.48827], [1.90702, 0.79594, -1.04120], [0.53291, 1.28767, -1.88053], [1.38738, 1.40266, 1.99711]], "forces_ev_per_a": [[-2.24, -1.84, 0.20], [-0.35, 2.35, 0.20], [3.08, -0.01, -1.08], [-1.33, 3.42, -0.39], [0.83, -1.70, -1.33], [0.03, -1.38, 0.10], [-0.38, -1.44, -1.31], [-0.06, 0.45, 0.74], [-0.57, 1.36, 0.94], [-1.05, -1.77, -0.38], [1.48, 0.13, 0.56], [-0.13, -1.25, 0.22], [0.69, 1.69, 1.53]], "lowdin_charge": [-0.18, -0.46, 0.07, -0.32, 0.04, -0.38, 0.93, 0.13, 0.04, 0.04, 0.07, 0.11, -0.08]}